Entry 1:
Molecular formula: C5H11N
Method: DFT, the ωB97M-V functional and the def2-TZVPD basis

**ΔE to the lowest compared entry with this formula, charge and spin**: 414.8 kJ/mol
**HOMO energy**: -9.4792 eV
**Total energy**: -251.70455 Ha
**Total charge**: 0
**Orbital gap**: 0.392 Eh

Last column: Mulliken charge in e.
Positions of all 17 atoms, in Å:
C1 1.40 -1.32 -0.15  -1.202
C2 0.64 -0.22 0.59  0.046
C3 1.04 1.13 -0.09  -0.560
C4 -0.45 1.27 -0.09  -0.527
C5 -1.86 -0.67 0.09  -0.917
H1 1.49 -1.08 -1.19  0.371
H2 0.62 -2.29 -0.19  0.211
H3 2.27 -1.39 0.41  0.438
H4 0.32 -0.11 1.64  0.426
H5 1.64 0.96 -1.06  0.230
H6 1.51 1.90 0.74  0.263
H7 -1.00 2.11 -0.67  0.314
H8 -0.56 1.57 1.00  0.237
H9 -2.10 -0.19 0.96  0.398
H10 -2.81 -0.59 -0.63  0.266
H11 -1.84 -1.79 0.31  0.251
N1 -0.59 -0.04 -0.49  -0.246

***

Entry 2:
Molecular formula: C5H11N
Method: DFT, the ωB97M-V functional and the def2-TZVPD basis

**ΔE to the lowest compared entry with this formula, charge and spin**: 317.8 kJ/mol
**HOMO energy**: -7.3315 eV
**Total energy**: -251.74150 Ha
**SMILES**: C/C=C/NCC
**Total charge**: 0
**Orbital gap**: 0.308 Eh

Last column: Mulliken charge in e.
Positions of all 17 atoms, in Å:
C1 0.01 -2.60 2.13  -1.202
C2 -0.57 -1.62 0.97  -0.309
C3 0.18 -0.52 0.45  -0.139
N1 -0.01 0.21 -0.72  -0.295
C4 -0.02 1.84 -0.67  -0.437
C5 0.35 2.34 -2.10  -0.899
H1 1.07 -2.51 2.17  0.336
H2 -0.37 -3.49 2.06  0.435
H3 -0.38 -2.36 3.17  0.242
H4 -1.61 -1.53 0.90  0.325
H5 1.02 -0.07 1.05  0.214
H6 -0.57 -0.05 -1.66  0.260
H7 -1.00 2.07 -0.23  0.314
H8 0.80 2.16 0.07  0.277
H9 -0.42 2.06 -2.86  0.341
H10 0.39 3.54 -1.98  0.264
H11 1.40 2.02 -2.28  0.272

***

Entry 3:
Molecular formula: C5H11N
Method: DFT, the ωB97M-V functional and the def2-TZVPD basis

**ΔE to the lowest compared entry with this formula, charge and spin**: 162.4 kJ/mol
**HOMO energy**: -7.7686 eV
**Total energy**: -251.80069 Ha
**SMILES**: C/C=C/NCC
**Total charge**: 0
**Orbital gap**: 0.327 Eh

Last column: Mulliken charge in e.
Positions of all 17 atoms, in Å:
C1 1.09 0.79 2.98  -1.042
C2 0.15 0.27 1.95  -0.257
C3 0.15 0.58 0.65  -0.167
N1 -0.36 -0.12 -0.44  -0.247
C4 -0.91 0.06 -1.76  -0.195
C5 -0.51 -1.08 -2.71  -1.261
H1 1.69 1.54 2.47  0.298
H2 1.87 0.08 3.29  0.289
H3 0.51 1.30 3.75  0.285
H4 -0.34 -0.64 2.28  0.288
H5 0.67 1.50 0.36  0.257
H6 -0.04 -1.07 -0.29  0.187
H7 -2.01 0.01 -1.72  0.187
H8 -0.72 1.08 -2.07  0.336
H9 -0.94 -2.04 -2.37  0.333
H10 -0.84 -0.94 -3.72  0.351
H11 0.55 -1.32 -2.65  0.357

***

Entry 4:
Molecular formula: C5H11N
Method: DFT, the ωB97M-V functional and the def2-TZVPD basis

**ΔE to the lowest compared entry with this formula, charge and spin**: 86.7 kJ/mol
**HOMO energy**: -8.9963 eV
**Total energy**: -251.82953 Ha
**SMILES**: C=C(C)CCN
**Total charge**: 0
**Orbital gap**: 0.370 Eh

Last column: Mulliken charge in e.
Positions of all 17 atoms, in Å:
C1 0.08 -1.24 -1.91  -1.009
C2 -0.35 -0.56 -0.85  0.751
C3 -1.57 0.32 -0.93  -1.190
C4 0.33 -0.68 0.47  -0.810
C5 1.13 0.61 0.87  -0.482
N1 0.59 1.33 2.01  -0.545
H1 -0.38 -1.13 -2.89  0.268
H2 0.92 -1.92 -1.83  0.282
H3 -2.48 -0.11 -0.54  0.295
H4 -1.74 0.58 -1.98  0.364
H5 -1.36 1.26 -0.43  0.316
H6 1.02 -1.52 0.50  0.295
H7 -0.36 -0.91 1.28  0.417
H8 2.15 0.27 1.09  0.309
H9 1.12 1.26 -0.01  0.306
H10 -0.31 1.04 2.35  0.217
H11 1.20 1.39 2.81  0.215

***

Entry 5:
Molecular formula: C5H11N
Method: DFT, the ωB97M-V functional and the def2-TZVPD basis

**ΔE to the lowest compared entry with this formula, charge and spin**: 208.2 kJ/mol
**HOMO energy**: -6.8982 eV
**Total energy**: -251.78324 Ha
**SMILES**: C/C=C(\C)NC
**Total charge**: 0
**Orbital gap**: 0.292 Eh

Last column: Mulliken charge in e.
Positions of all 17 atoms, in Å:
C1 -0.27 2.26 -0.50  -1.200
C2 -0.52 0.79 -0.30  -0.225
C3 0.36 -0.20 0.03  0.606
C4 1.75 -0.26 -0.60  -1.339
N1 0.04 -1.34 0.71  -0.209
C5 -1.36 -1.57 1.05  -1.005
H1 0.31 2.71 0.32  0.274
H2 -1.24 2.72 -0.52  0.356
H3 0.31 2.49 -1.41  0.277
H4 -1.47 0.52 -0.76  0.290
H5 2.49 -0.97 -0.20  0.335
H6 1.55 -0.85 -1.52  0.293
H7 2.23 0.64 -0.97  0.338
H8 0.78 -1.88 1.12  0.230
H9 -1.79 -1.90 0.10  0.298
H10 -1.81 -0.78 1.65  0.339
H11 -1.36 -2.38 1.81  0.341

***

Entry 6:
Molecular formula: C5H11N
Method: DFT, the ωB97M-V functional and the def2-TZVPD basis

**ΔE to the lowest compared entry with this formula, charge and spin**: 137.2 kJ/mol
**HOMO energy**: -8.9136 eV
**Total energy**: -251.81027 Ha
**SMILES**: CCN1C[C@H]1C
**Total charge**: 0
**Orbital gap**: 0.372 Eh

Last column: Mulliken charge in e.
Positions of all 17 atoms, in Å:
C1 1.04 -0.16 1.98  -1.015
C2 1.17 -0.82 0.57  -0.365
N1 0.53 -0.21 -0.60  -0.373
C3 0.14 1.18 -0.51  -0.670
C4 -0.88 0.10 -0.57  0.573
C5 -1.68 -0.16 -1.83  -1.359
H1 2.02 0.18 2.34  0.304
H2 0.39 0.73 2.03  0.353
H3 0.63 -0.86 2.72  0.281
H4 2.23 -0.86 0.31  0.285
H5 0.82 -1.85 0.60  0.309
H6 0.28 1.67 0.44  0.153
H7 0.36 1.80 -1.38  0.239
H8 -1.40 -0.09 0.37  0.344
H9 -2.56 0.50 -1.87  0.313
H10 -2.04 -1.19 -1.88  0.307
H11 -1.07 0.03 -2.71  0.322